174
Properties=species:S:1:pos:R:3:forces:R:3:lowdin_charge:R:1 method="wB97M-V/def2-TZVPD" multiplicity=6 s_squared=8.7544 orbital_gap_ev="6.77 / 6.95" mol_weight_g_mol=1031.05 e_above_lowest_kj_mol=512.0 total_energy_ev=-122331.0084 total_charge=-1 homo_energy_ev="-4.556 / -4.737"
Mn 0.108 18.924 41.081 0.56 0.92 -2.79 0.8167
O 0.268 20.766 40.013 -0.15 -0.80 -0.76 -0.3588
C 0.227 20.514 38.616 -1.91 -0.28 1.51 -0.3588
C 0.046 19.001 38.204 2.74 -1.22 1.69 -0.3153
O -0.291 17.993 39.204 -0.70 2.08 -0.80 -0.3622
H 1.072 20.980 38.110 0.61 -0.29 -0.20 0.0731
H -0.633 20.988 38.142 -0.73 0.82 0.05 0.0559
H 1.098 18.810 37.990 0.67 -0.68 -0.40 0.0497
H -0.373 18.876 37.206 -1.09 0.06 -0.03 0.0605
B 2.127 18.205 41.932 0.53 -0.37 0.48 -0.3868
H 1.175 18.029 42.408 -3.54 -1.28 2.23 -0.0649
H 1.921 18.611 40.954 0.01 1.49 -4.07 -0.0553
H 2.605 18.954 42.544 2.01 2.77 2.19 -0.0175
H 2.662 17.270 41.863 1.99 -3.36 -0.32 -0.0220
C -5.899 17.365 36.911 0.37 -0.53 0.96 -0.0896
O -5.121 17.971 37.956 0.04 -0.41 -0.41 -0.1956
C -3.735 17.578 37.973 -0.66 1.26 -1.51 -0.2080
C -3.428 16.248 38.567 -0.16 -0.32 0.49 -0.1852
O -3.997 15.074 37.987 -0.35 -0.41 0.28 -0.1771
C -3.453 14.730 36.737 -0.09 1.51 -0.89 -0.1071
H -6.233 16.378 37.229 -0.29 -0.07 0.22 0.0797
H -5.305 17.135 36.027 0.09 0.65 -0.31 0.0751
H -6.767 17.999 36.729 0.21 0.04 -0.21 0.0863
H -3.241 18.395 38.498 0.31 -0.44 0.53 0.1114
H -3.350 17.699 36.960 0.06 -0.29 -0.41 0.1080
H -3.867 16.337 39.561 0.24 -0.60 0.28 0.1210
H -2.344 16.141 38.595 0.24 0.15 0.26 0.1110
H -3.926 13.896 36.219 -0.12 -0.33 0.82 0.0924
H -2.367 14.632 36.727 0.20 -0.29 0.33 0.0796
H -3.668 15.571 36.078 0.21 0.14 -0.49 0.0595
C -4.739 23.645 35.337 -0.72 -1.35 -0.49 -0.0614
O -4.516 22.198 35.140 -0.53 2.00 0.65 -0.1967
C -3.217 21.763 35.506 -0.47 -0.96 -0.38 -0.2025
C -3.224 20.252 35.711 0.57 -1.02 -0.32 -0.1641
O -3.399 19.379 34.550 -1.33 0.88 0.46 -0.2059
C -4.693 19.506 33.914 0.03 0.24 0.42 -0.0858
H -4.103 24.255 34.695 0.40 -0.08 0.30 0.0845
H -4.778 23.959 36.380 0.88 -0.24 0.22 0.0772
H -5.763 23.866 35.036 -0.07 -0.43 -0.43 0.0761
H -2.893 22.165 36.466 0.08 0.36 0.09 0.1112
H -2.522 22.027 34.708 0.25 0.18 0.11 0.1063
H -3.844 19.940 36.551 -0.93 0.21 -0.27 0.1120
H -2.261 19.928 36.105 0.47 0.35 -0.26 0.1040
H -4.766 20.467 33.406 0.06 -0.19 -0.34 0.0806
H -5.556 19.478 34.579 0.26 0.18 0.82 0.0770
H -4.923 18.653 33.274 0.83 0.01 -0.36 0.0775
C -4.356 19.059 41.470 -0.90 0.87 -0.32 -0.0819
O -4.385 20.495 41.368 -0.57 -0.69 0.70 -0.1625
C -3.915 20.851 40.103 1.39 1.04 -0.30 -0.2211
C -4.245 22.275 39.662 -0.75 -0.12 -0.24 -0.1975
O -3.949 23.311 40.576 0.61 0.89 -0.17 -0.1738
C -2.553 23.707 40.659 -0.52 -1.18 0.92 -0.0704
H -5.139 18.668 40.820 -0.03 -0.22 -0.31 0.0851
H -4.668 18.774 42.475 0.53 0.11 0.16 0.0896
H -3.401 18.662 41.127 0.21 -0.09 0.38 0.0747
H -4.268 20.141 39.355 -0.05 0.07 -0.32 0.1073
H -2.827 20.844 40.159 0.47 -0.59 -0.31 0.1170
H -5.299 22.313 39.387 -0.40 0.34 0.66 0.1217
H -3.798 22.497 38.693 0.70 -0.31 -0.14 0.1040
H -2.027 22.841 41.058 0.52 -0.02 -0.27 0.0741
H -2.431 24.487 41.411 -0.57 0.08 0.02 0.0769
H -2.048 24.073 39.764 -0.49 -0.24 -0.53 0.0752
C -0.206 20.565 33.969 1.05 -0.24 -0.82 -0.0958
O 0.666 21.631 33.550 0.43 -1.61 0.06 -0.1793
C 0.482 22.854 34.209 -0.77 -0.68 -0.29 -0.1876
C 0.458 22.788 35.738 -0.57 -0.61 -1.29 -0.2539
O 0.359 24.094 36.097 0.62 2.66 1.26 -0.1668
C 0.532 24.258 37.489 -0.28 0.20 0.59 -0.0904
H -0.051 20.309 35.017 -0.42 0.26 0.24 0.0806
H 0.096 19.670 33.425 0.47 0.06 -0.16 0.0802
H -1.246 20.646 33.655 -0.20 0.70 0.43 0.0801
H -0.450 23.186 33.751 -0.40 0.96 0.71 0.1202
H 1.274 23.544 33.918 0.09 -0.17 -0.08 0.1303
H 1.372 22.332 36.119 0.11 -0.36 0.07 0.1225
H -0.436 22.318 36.147 0.11 -0.90 -0.08 0.1001
H 0.419 25.293 37.810 -0.20 0.07 -0.47 0.0867
H 1.505 23.963 37.882 0.35 -0.27 -0.48 0.0789
H -0.191 23.649 38.030 -0.25 -0.14 0.13 0.0769
C 0.540 16.815 34.934 -0.90 -0.41 -1.08 -0.0723
O -0.062 16.775 33.606 0.02 0.17 0.36 -0.2049
C -1.449 17.210 33.635 1.57 -1.85 0.39 -0.1545
C -2.185 16.993 32.298 0.61 0.39 -0.13 -0.1736
O -3.087 15.894 32.324 0.23 0.01 1.28 -0.1851
C -3.859 15.788 31.174 -0.83 0.59 0.12 -0.1388
H 0.435 17.792 35.407 0.58 0.42 -0.34 0.0522
H 1.546 16.422 34.785 0.04 0.51 0.29 0.1000
H 0.028 16.185 35.660 -0.28 -0.58 -0.21 0.0693
H -1.403 18.210 34.066 -0.82 0.08 -0.46 0.0822
H -1.879 16.503 34.344 -0.80 0.32 0.29 0.1137
H -1.560 16.778 31.431 0.87 0.36 0.24 0.1266
H -2.662 17.949 32.085 -0.71 -0.01 -0.15 0.1088
H -3.343 15.408 30.293 0.30 -0.07 -0.03 0.0859
H -4.274 16.772 30.958 -0.07 0.25 -0.45 0.0793
H -4.729 15.169 31.397 0.20 -0.31 0.01 0.0869
C 6.024 19.509 32.055 -0.57 -0.17 0.35 -0.1096
O 6.376 18.436 32.899 0.46 -0.38 0.40 -0.1691
C 6.583 18.784 34.259 0.50 -1.04 0.49 -0.2166
C 5.414 19.407 34.989 -0.52 0.43 -1.65 -0.2078
O 4.189 18.759 34.608 -0.36 0.41 0.81 -0.1714
C 2.985 19.414 35.107 0.97 0.00 -0.14 -0.0625
H 5.016 19.825 32.326 -0.10 0.38 -0.13 0.0833
H 5.992 19.162 31.022 0.14 -0.22 0.13 0.0868
H 6.719 20.347 32.113 0.17 0.15 0.15 0.0856
H 7.475 19.404 34.357 -0.07 0.83 -0.13 0.1187
H 6.917 17.938 34.859 -0.30 -0.89 -0.74 0.1186
H 5.443 20.398 34.536 -0.75 0.75 0.60 0.1108
H 5.617 19.441 36.059 -0.21 0.02 0.14 0.1199
H 2.131 19.209 34.460 0.42 -0.17 -0.24 0.0653
H 3.143 20.492 35.143 -0.01 0.17 -0.18 0.0731
H 2.703 19.105 36.113 0.23 -0.29 0.17 0.0646
C 2.293 29.561 40.012 -0.35 -0.35 0.40 -0.1056
O 2.273 28.262 40.581 0.57 0.05 0.26 -0.1771
C 1.002 27.715 40.835 -0.39 -0.94 -0.86 -0.2158
C 1.097 26.266 41.343 1.34 1.11 -0.46 -0.2063
O 1.652 25.486 40.296 -0.84 -0.55 0.67 -0.1930
C 1.682 24.084 40.638 0.53 0.61 -0.91 -0.0801
H 1.729 29.646 39.083 -0.31 -0.26 -0.11 0.0823
H 3.316 29.843 39.763 0.05 -0.23 0.33 0.0854
H 1.872 30.254 40.742 0.02 0.39 -0.04 0.0815
H 0.490 27.640 39.875 -0.37 0.07 -0.25 0.1189
H 0.348 28.292 41.488 0.27 0.41 0.37 0.1197
H 0.132 25.943 41.733 -0.29 -0.25 -0.36 0.1182
H 1.804 26.241 42.172 0.06 0.01 0.40 0.1209
H 1.997 23.941 41.672 -0.15 -0.06 0.12 0.0838
H 2.444 23.664 39.983 0.02 -0.18 0.15 0.0760
H 0.750 23.577 40.389 -0.19 -0.03 0.36 0.0718
C 6.589 18.892 40.992 -1.87 -0.45 0.02 -0.0626
O 5.148 18.487 41.157 2.21 0.85 -1.03 -0.1862
C 4.573 18.207 39.876 -0.37 0.83 0.12 -0.1944
C 3.968 19.453 39.099 1.07 -1.31 -0.22 -0.1405
O 5.029 20.221 38.529 0.47 0.74 0.20 -0.2183
C 4.642 21.472 37.961 0.21 -0.54 0.82 -0.0979
H 6.703 19.952 40.762 -0.28 0.26 0.69 0.0706
H 7.058 18.461 40.108 -0.20 -0.72 -0.01 0.0675
H 7.091 18.539 41.893 0.02 0.38 -0.04 0.0767
H 3.781 17.473 40.025 -0.16 0.33 0.18 0.0771
H 5.363 17.671 39.350 -0.12 0.30 -0.89 0.0985
H 3.277 20.044 39.701 0.15 0.03 0.31 0.1210
H 3.427 19.083 38.228 -0.55 -0.42 0.10 0.0885
H 4.214 22.134 38.713 -0.28 -0.01 0.24 0.0737
H 3.911 21.344 37.162 0.03 0.01 -0.24 0.0621
H 5.556 21.966 37.632 -0.06 -0.19 -0.36 0.0873
C -1.632 16.372 41.715 -0.90 -0.09 0.17 -0.0652
O -1.263 17.706 42.029 -0.74 0.74 0.58 -0.3194
C -1.453 18.089 43.446 1.54 -1.43 -1.33 -0.1029
C -1.133 19.546 43.716 -0.95 1.41 -0.37 -0.1775
O -0.025 19.992 42.976 0.72 -0.15 -0.09 -0.2807
C 0.507 21.282 43.302 -1.32 -0.22 0.72 -0.0344
H -1.166 15.640 42.375 -0.04 0.11 0.28 0.1031
H -1.440 16.050 40.692 0.67 0.91 -0.05 0.0672
H -2.721 16.361 41.768 -0.24 -0.51 0.43 0.0831
H -0.645 17.508 43.890 -0.39 -0.27 0.77 0.1308
H -2.462 17.764 43.702 0.10 0.29 0.49 0.1283
H -0.993 19.753 44.776 0.24 -0.57 0.34 0.1329
H -1.973 20.191 43.461 -0.46 0.04 -0.30 0.1267
H 0.792 21.280 44.354 0.39 -0.10 0.09 0.0917
H -0.337 21.969 43.241 0.10 0.50 -0.32 0.0879
H 1.336 21.591 42.665 -0.30 -0.58 -0.17 0.0969
C -0.084 12.443 38.851 1.43 0.97 -0.01 -0.0846
O 1.059 13.268 38.498 -0.39 -0.18 0.76 -0.1992
C 0.895 14.699 38.577 0.75 0.11 -1.86 -0.1452
C 2.318 15.405 38.415 -1.78 -0.88 1.52 -0.1972
O 3.024 14.878 37.343 0.65 0.13 -0.53 -0.1665
C 4.241 15.589 37.183 0.23 -0.55 -0.71 -0.1039
H -0.373 12.644 39.882 -0.46 0.32 0.00 0.0764
H 0.253 11.407 38.865 0.15 0.06 -0.36 0.0770
H -0.891 12.563 38.128 -0.22 0.09 0.14 0.0750
H 0.281 15.067 39.399 0.58 -0.13 0.62 0.0993
H 0.316 15.005 37.705 -0.18 0.05 -0.37 0.0895
H 2.841 15.226 39.354 0.37 -0.04 0.22 0.1199
H 2.242 16.486 38.299 -0.63 0.20 0.12 0.1093
H 4.759 15.150 36.330 -0.06 -0.10 -0.03 0.0879
H 4.915 15.510 38.036 -0.15 -0.11 0.38 0.0821
H 4.119 16.646 36.948 -0.41 0.25 0.10 0.0761